1.
13
Properties=species:S:1:pos:R:3 method="wB97M-V/def2-TZVPD" homo_ev=-9.4 max_force_ev_per_a=2.89 smiles="[H]/N=C(/C=C)S/C=N/[H]" relative_energy_kcal_mol=66.2 orbital_gap_ev=9.38
H 1.31 1.41 0.74
N 1.22 0.50 0.41
C 0.34 -0.32 0.19
C 0.45 -1.64 -0.30
C 1.54 -2.29 -0.68
S -1.49 -0.08 0.34
C -1.51 1.64 0.30
N -2.50 2.40 0.36
H -2.40 3.40 0.38
H -0.51 -2.01 -0.10
H 1.61 -3.34 -1.00
H 2.45 -1.68 -0.74
H -0.51 2.01 0.10

***

2.
31
Properties=species:S:1:pos:R:3 method="wB97M-V/def2-TZVPD" total_charge=+1 homo_ev=-13.5 max_force_ev_per_a=4.92 relative_energy_kcal_mol=146.9 orbital_gap_ev=9.65
C 0.79 -1.17 -0.21
C -0.49 -1.09 0.54
C -1.59 -0.32 -0.25
C 1.91 -2.07 0.24
C -1.69 1.11 0.18
C 2.52 -1.79 1.65
C -2.50 2.03 -0.76
C 2.73 -0.24 1.86
C -1.76 2.21 -2.10
O 0.25 0.32 -1.84
O 1.12 -0.50 -1.25
O -2.20 -0.83 -1.15
O 1.51 0.27 2.53
O -1.89 0.98 -2.95
H -0.80 -2.16 0.74
H -0.45 -0.70 1.62
H 2.73 -2.09 -0.58
H 1.51 -2.98 0.35
H -2.29 1.07 1.06
H -0.79 1.68 0.57
H 2.09 -2.41 2.50
H 3.61 -2.24 1.46
H -3.55 1.52 -0.87
H -2.49 3.04 -0.13
H 2.71 0.26 0.88
H 3.54 -0.07 2.63
H -2.08 3.03 -2.78
H -0.66 2.26 -1.88
H -2.39 0.35 -2.52
H 1.56 -0.03 3.48
H -0.94 0.54 -3.01

***

3.
23
Properties=species:S:1:pos:R:3 method="wB97M-V/def2-TZVPD" total_charge=-1 homo_ev=-1.3 max_force_ev_per_a=3.67 orbital_gap_ev=4.24
C -3.34 -1.46 1.10
B -2.26 -0.54 1.94
O -1.76 -1.14 3.22
C -1.71 0.95 1.52
N -2.54 1.61 0.43
H -3.95 -0.89 0.28
H -4.12 -2.00 1.83
H -2.74 -2.36 0.60
H -1.48 -2.08 2.93
H -0.63 0.78 1.04
H -3.44 2.00 0.79
H -2.67 0.99 -0.41
N 1.97 0.10 -0.02
C 1.42 -0.13 -1.24
C 2.08 0.09 -2.43
C 3.39 0.58 -2.39
C 3.98 0.82 -1.15
C 3.24 0.57 -0.01
H 0.40 -0.50 -1.22
H 1.59 -0.11 -3.38
H 3.93 0.76 -3.31
H 4.99 1.20 -1.08
H 3.65 0.75 0.98